# 1
The following is a DFT calculation (the ωB97M-V functional and the def2-TZVPD basis) of a cluster of 9 separate species, C19H32Cl8F2O15 in total in a non-equilibrium geometry.

```
76
C19H32Cl8F2O15 (the ωB97M-V functional and the def2-TZVPD basis)
O -1.907 -7.108 2.993
C -2.921 -6.846 2.286
O -2.931 -6.275 1.099
C -4.235 -6.108 0.680
C -5.052 -6.996 1.588
F -5.283 -8.143 0.990
O -4.189 -7.077 2.629
H -4.467 -5.064 0.891
H -4.368 -6.185 -0.400
H -6.029 -6.574 1.825
O -3.555 1.537 9.528
C -2.673 0.797 9.206
O -2.006 0.033 9.990
C -0.911 -0.664 9.327
C -1.167 -0.363 7.876
F -1.744 -1.318 7.168
O -2.171 0.675 7.917
H 0.139 -0.435 9.511
H -0.943 -1.725 9.575
H -0.286 0.024 7.365
C 3.244 -4.790 -2.891
O 4.047 -5.201 -4.057
C 5.140 -5.994 -3.898
O 5.317 -6.675 -2.853
O 5.926 -5.833 -4.940
C 7.274 -6.415 -5.060
H 2.234 -4.528 -3.204
H 3.605 -3.882 -2.407
H 3.181 -5.502 -2.068
H 7.782 -6.178 -5.995
H 7.181 -7.493 -4.932
H 7.914 -6.065 -4.251
C 3.550 -0.118 -7.649
O 3.968 0.327 -6.339
C 3.430 1.499 -5.822
O 2.658 2.178 -6.520
O 3.983 1.727 -4.643
C 3.647 2.917 -3.960
H 4.142 0.260 -8.483
H 2.562 0.316 -7.809
H 3.479 -1.203 -7.722
H 2.655 3.327 -4.151
H 4.382 3.695 -4.169
H 3.852 2.673 -2.918
C -5.873 2.684 -2.256
O -5.184 1.645 -2.882
C -5.762 0.807 -3.718
O -7.031 0.634 -3.830
O -4.727 0.259 -4.448
C -4.820 -0.930 -5.109
H -5.291 3.564 -1.982
H -6.445 2.355 -1.388
H -6.703 3.071 -2.848
H -5.210 -1.749 -4.505
H -3.869 -1.270 -5.520
H -5.319 -0.742 -6.059
Cl 1.356 8.942 -0.930
C 2.585 10.141 -1.493
Cl 2.733 11.399 -0.209
H 3.422 9.467 -1.675
H 2.276 10.489 -2.479
Cl -4.424 6.203 4.722
C -5.101 5.644 6.292
Cl -6.289 6.703 6.946
H -5.408 4.608 6.151
H -4.233 5.630 6.951
Cl -1.366 0.453 1.041
C -0.931 2.107 1.780
Cl 0.778 1.936 2.410
H -0.889 2.998 1.155
H -1.687 2.376 2.518
Cl 7.576 5.154 6.173
C 7.025 3.898 5.045
Cl 6.587 2.471 6.027
H 6.096 4.242 4.590
H 7.674 3.582 4.228
```

The value obtained for the maximum force is 0.111 hartree/bohr. The SMILES is O=C1OC[C@@H](F)O1.O=C1OC[C@@H](F)O1.COC(=O)OC.COC(=O)OC.COC(=O)OC.ClCCl.ClCCl.ClCCl.ClCCl. For the orbital gap, the calculation gives 10.517 eV. The energy above the lowest of the compared OMol25 structures with the same formula, charge and spin comes out at 344.1 kJ/mol.

Here are the Mulliken charges for atoms 1 to 5, given in e: -0.579 0.693 -0.302 -0.482 0.364

# 2
The following is a DFT calculation (the ωB97M-V functional and the def2-TZVPD basis) of an isolated molecule of C6H12N2 in a non-equilibrium geometry.

```
20
C6H12N2 (the ωB97M-V functional and the def2-TZVPD basis)
C 0.435 0.794 -0.607
C 0.769 2.049 -0.372
C -1.370 -0.307 -0.499
C 1.344 -0.372 -0.465
C -2.310 0.202 0.535
C 1.740 -0.404 0.941
N -0.762 -1.565 -0.213
N 0.532 -1.664 -0.771
H 1.783 2.362 -0.549
H -0.006 2.807 -0.290
H -1.622 -0.325 -1.528
H 2.088 -0.369 -1.277
H -2.427 1.197 0.470
H -1.872 0.009 1.433
H -3.341 -0.093 0.256
H 1.593 -1.286 1.447
H 1.095 0.498 1.444
H 2.762 -0.021 0.975
H -0.712 -1.631 0.841
H 0.280 -1.879 -1.772
```

The value obtained for the maximum force is 0.097 hartree/bohr. For the orbital gap, the calculation gives 9.487 eV. The energy above the lowest of the compared OMol25 structures with the same formula, charge and spin comes out at 471.6 kJ/mol.

Here are the natural (NBO) charges for atoms 1 to 5, given in e: 0.031 -0.515 0.051 -0.195 -0.656

# 3
The following is a DFT calculation (the ωB97M-V functional and the def2-TZVPD basis) of a cluster of 2 separate species, C7H7N5 in total in a non-equilibrium geometry.

```
19
C7H7N5 (the ωB97M-V functional and the def2-TZVPD basis)
H -1.322 2.326 -1.600
N -1.168 1.760 -0.807
C -0.806 0.586 -0.901
C -0.937 -0.359 0.185
N -1.234 0.166 1.366
C -0.775 -1.708 -0.092
C -0.600 -2.653 0.927
N -0.217 -3.444 1.653
C -0.318 -2.186 -1.364
N 0.210 -2.596 -2.319
H -0.534 0.047 -1.805
H -1.364 1.198 1.510
H -1.721 -0.406 2.110
C 1.978 0.299 0.025
C 1.853 1.506 0.283
N 1.799 2.717 0.538
H 2.142 -0.075 -0.952
H 1.905 -0.542 0.754
H 1.108 3.365 0.488
```

The value obtained for the maximum force is 0.149 hartree/bohr. The SMILES is [H]/N=C/C(N)=C(C#N)C#N.C=C=N. For the orbital gap, the calculation gives 8.316 eV. The energy above the lowest of the compared OMol25 structures with the same formula, charge and spin comes out at 268.7 kJ/mol.

Here are the natural (NBO) charges for atoms 1 to 5, given in e: 0.371 -0.616 0.106 0.282 -0.753